Entry 1:
28
Properties=species:S:1:pos:R:3 method="wB97M-V/def2-TZVPD" fmax_ev_per_a=1.3 charge=0 e_lumo_ev=0.71 e_tot_ha=-595.2850 smiles="Cc1ccc(O)cc1.CCC(N)=O" homo_lumo_gap_ev=9.4 relative_energy_kcal_mol=13.0
O -1.65572 -0.65456 2.22369
O 2.09975 -2.85975 1.32571
N -0.09812 -3.00859 0.96559
C 1.26078 -0.87169 -1.16801
C -1.37708 0.45105 1.44002
C -0.49125 1.42182 1.84432
C -1.85178 0.36716 0.13517
C 1.16367 -2.76724 0.54483
C -0.04654 2.32236 0.86413
C 0.16913 3.08408 -1.53933
C 1.40971 -2.36567 -0.88862
C -1.33887 1.23037 -0.80447
C -0.37617 2.18741 -0.45979
H -0.65720 3.45646 -2.11655
H 0.28881 -0.37727 -1.17739
H -0.28170 -3.47987 1.83394
H 1.84778 -0.28033 -0.46781
H -0.92630 -2.75411 0.45672
H -0.14116 1.44380 2.86790
H -1.80132 -0.43310 3.15210
H 0.74099 3.93895 -1.19180
H 0.80863 -2.94201 -1.59416
H 2.44578 -2.66103 -1.01864
H 0.77966 2.50616 -2.23055
H -1.58675 1.16365 -1.85821
H 0.62249 3.11425 1.17778
H 1.56470 -0.82505 -2.21729
H -2.57194 -0.40725 -0.09929

Entry 2:
29
Properties=species:S:1:pos:R:3 method="wB97M-V/def2-TZVPD" fmax_ev_per_a=4.0 charge=0 e_lumo_ev=0.77 e_tot_ha=-884.7534 smiles=C[C@](C#N)(O[Si](C)(C)C)c1ccco1 homo_lumo_gap_ev=9.7
Si 1.44318 -0.67178 0.57803
O -1.80271 2.07352 -1.76001
O 0.38209 0.30483 -0.15990
N -2.03177 -0.72037 2.01827
C -1.49336 -0.04040 1.28978
C -0.88042 0.83517 0.29856
C -1.77379 1.02853 -0.87854
C -3.71043 0.92548 -2.03778
C 0.77350 -2.47379 0.52205
C 1.39759 -0.38260 2.50178
C -2.94224 0.27690 -1.03628
C 2.93642 -0.14070 -0.41773
C -0.58443 2.13503 1.00658
C -2.89936 1.95071 -2.48329
H -1.30491 2.63700 1.56223
H 1.35639 -3.36012 0.86665
H 2.48137 0.03486 -1.43094
H 3.69891 -0.87556 -0.49902
H -0.03837 2.70007 0.26216
H -0.16473 -2.41004 1.09823
H 0.36813 -0.59378 2.92288
H 0.60425 -2.68949 -0.53760
H 1.66907 0.70333 2.72797
H -3.34917 -0.52521 -0.41474
H 0.15059 1.78701 1.81673
H 3.41019 0.72117 -0.03445
H -4.56264 0.54169 -2.45168
H -2.91736 2.62533 -3.27059
H 2.02623 -0.91295 3.21047

Entry 3:
30
Properties=species:S:1:pos:R:3 method="wB97M-V/def2-TZVPD" fmax_ev_per_a=5.2 multiplicity=3 charge=0 e_lumo_ev="0.61 / -2.14" s2=2.013 e_tot_ha=-1068.3302 homo_lumo_gap_ev="5.2 / 6.7" relative_energy_kcal_mol=122.7
S -2.11114 0.75234 -0.21150
O -2.42234 1.81325 -1.10636
O 0.81861 1.21178 -1.42376
O 2.73403 1.33088 -0.29338
N -0.47610 0.93468 0.48956
C 0.62465 0.42680 -0.18707
C -1.91440 -0.88473 -1.39708
C 2.04022 -1.06436 0.57696
C 0.82887 -1.10765 -0.33836
C -3.37635 0.48988 0.86933
C 2.17143 1.30694 -1.58102
C -0.27849 -2.16000 0.05870
C 1.99996 0.47220 0.53032
C -1.30840 -1.98833 -0.98507
C -0.40888 2.36800 0.82870
H -2.75759 -0.97193 -2.05524
H -0.27286 3.07098 -0.03437
H -3.32939 -0.35125 1.45282
H 2.37184 2.34029 -2.02820
H -1.65962 -2.95681 -1.41577
H -0.80771 -2.07096 0.98437
H 1.13826 -1.33220 -1.44890
H -1.30487 2.62791 1.36153
H 2.88629 -1.60831 0.05474
H 2.00589 -1.52612 1.54092
H 0.56154 2.49260 1.45287
H -4.34960 0.76434 0.46041
H 1.96966 0.84781 1.48087
H 2.49653 0.54784 -2.14886
H 0.23004 -3.18978 0.02535

Entry 4:
26
Properties=species:S:1:pos:R:3 method="wB97M-V/def2-TZVPD" fmax_ev_per_a=2.5 multiplicity=2 charge=-1 e_lumo_ev="3.67 / 3.59" s2=0.760 e_tot_ha=-390.5567 homo_lumo_gap_ev="2.8 / 7.0" relative_energy_kcal_mol=16.6
C 1.65810 0.01658 1.29895
C 2.66206 -0.36614 0.32966
C 0.21479 -1.65076 0.33534
C -2.79608 1.58729 -2.33984
C 1.27293 -2.18376 -0.45226
C 0.44443 -0.58955 1.23532
C 2.44064 -1.41621 -0.56409
C -1.04393 1.61524 -0.54692
C -0.68541 -0.31309 2.21395
C -2.41212 2.09357 -0.95631
H -2.98051 0.51641 -2.31246
H -1.66367 -0.27449 1.74511
H 1.17219 -3.10795 -1.02939
H -0.51367 2.30713 0.11184
H 3.65369 0.09894 0.38235
H -0.39417 1.54850 -1.43069
H -3.18803 2.06796 -0.19463
H -1.03066 0.56452 -0.26308
H 2.02784 0.63553 2.11379
H -2.06780 1.80571 -3.13621
H -2.43119 3.20192 -1.07371
H -0.73494 -2.18996 0.44346
H -0.72401 -1.22664 2.84668
H -0.46762 0.55690 2.85890
H 3.14008 -1.60253 -1.36801
H -3.72903 2.00674 -2.71587

Entry 5:
26
Properties=species:S:1:pos:R:3 method="wB97M-V/def2-TZVPD" fmax_ev_per_a=5.5 multiplicity=2 charge=-1 e_lumo_ev="3.72 / 3.68" s2=0.762 e_tot_ha=-390.5053 homo_lumo_gap_ev="3.0 / 7.0" relative_energy_kcal_mol=48.9
C 0.36099 0.26450 -2.57320
C 1.47026 0.40345 -1.65988
C -2.07369 -1.31371 0.80515
C -0.77321 1.03828 -2.27774
C -0.87808 1.80124 -1.13961
C 0.31161 2.21613 -0.42850
C 2.65284 1.74427 -0.04780
C 1.38685 1.39768 -0.68735
C -1.39036 -1.65887 2.12898
C -0.10716 -2.57935 1.78847
H -0.38224 -3.28709 0.92954
H -1.83977 2.20574 -0.57182
H 2.89371 0.95495 0.72678
H 0.49766 2.89626 0.34604
H 2.49435 2.82128 0.23966
H 0.71287 -1.96954 1.46417
H -2.81143 -0.42995 1.02281
H 0.37591 -0.40614 -3.35444
H 2.44886 -0.13799 -1.78707
H 0.00520 -3.16830 2.64408
H -1.44019 -0.86040 0.10225
H 3.45763 1.77141 -0.88124
H -0.99095 -0.77527 2.68988
H -2.03525 -1.97053 2.93369
H -2.66304 -2.10710 0.53697
H -1.68337 1.14905 -2.94984

Entry 6:
26
Properties=species:S:1:pos:R:3 method="wB97M-V/def2-TZVPD" fmax_ev_per_a=6.1 charge=0 e_lumo_ev=0.96 e_tot_ha=-390.5460 smiles=CCc1ccccc1.CC homo_lumo_gap_ev=9.9 relative_energy_kcal_mol=56.4
C 1.08256 0.90765 0.23201
C -0.14814 -2.68482 0.59710
C 0.31963 -0.18069 0.34590
C 2.20625 -1.56000 0.45747
C -1.78073 3.00104 -0.96096
C 2.98120 -0.43883 0.58284
C -1.31171 1.97207 -1.94437
C -1.52324 -2.45244 1.31404
C 2.43644 0.83369 0.55522
C 0.79723 -1.47415 0.43924
H -0.15074 1.85057 -2.01944
H -0.96313 3.58076 -0.59065
H -2.38377 2.68635 -0.03475
H -0.50180 -2.96730 -0.46339
H 3.11876 1.67016 0.49927
H 4.06429 -0.61454 0.77661
H 0.71656 1.97153 0.21220
H -1.90309 -3.39039 1.57317
H -1.88484 1.08543 -1.94256
H -2.29615 3.81321 -1.66931
H 2.55621 -2.51693 0.87909
H -0.89550 -0.09674 0.42330
H -1.40160 2.20205 -2.93193
H 0.47009 -3.49030 0.97802
H -2.12974 -1.97723 0.51045
H -1.47501 -1.73018 2.18144

Entry 7:
26
Properties=species:S:1:pos:R:3 method="wB97M-V/def2-TZVPD" fmax_ev_per_a=5.8 charge=0 e_lumo_ev=0.95 e_tot_ha=-390.5773 smiles=Cc1ccccc1.CCC homo_lumo_gap_ev=10.0 relative_energy_kcal_mol=36.8
C -1.90412 2.55220 0.02563
C 0.56024 -1.72512 -0.87735
C -0.81020 2.29679 1.05096
C -3.23970 2.24075 0.72306
C 2.00744 -0.16368 0.88458
C 0.75168 -0.38495 -1.24497
C -0.01403 -2.60912 -1.86325
C 1.50189 0.37048 -0.28204
C 1.72881 -1.48052 1.20666
C 0.95897 -2.22972 0.33444
H -3.42472 1.15805 0.50629
H -1.23140 2.41011 2.10946
H -1.73935 1.86284 -0.73420
H 0.38127 -0.02555 -2.12651
H -0.94132 -2.18431 -2.42774
H -0.25540 -3.59854 -1.42387
H -1.97539 3.54228 -0.52618
H -0.46339 1.31596 1.00007
H 0.66527 -3.21948 0.60867
H 2.70749 0.50298 1.51047
H 0.03988 2.97413 1.05406
H 2.00477 -1.87648 2.16291
H -3.98862 2.85513 0.14953
H -3.21543 2.48218 1.80367
H 0.59098 -2.86742 -2.77450
H 1.59941 1.46539 -0.63849

Entry 8:
26
Properties=species:S:1:pos:R:3 method="wB97M-V/def2-TZVPD" fmax_ev_per_a=1.6 charge=0 e_lumo_ev=0.97 e_tot_ha=-390.6095 smiles=Cc1ccccc1.CCC homo_lumo_gap_ev=10.1 relative_energy_kcal_mol=16.5
C 1.67007 0.15349 -1.37312
C -0.90865 2.10141 2.45790
C 0.38711 0.14368 -1.90391
C 2.17249 -0.90654 -0.63292
C -1.16991 0.67978 2.97052
C -0.55872 -0.73248 -1.35890
C 1.26529 -1.83890 -0.13594
C 0.04877 2.08396 1.26879
C -0.06618 -1.72136 -0.51191
C -1.92635 -0.87041 -1.93978
H -0.44991 0.29716 3.68906
H 1.59311 -2.67991 0.46117
H 0.94022 2.67120 1.48630
H 3.22050 -0.92171 -0.37689
H -2.17518 0.53218 3.39611
H 2.30163 0.96889 -1.69968
H -0.38041 2.37162 0.31286
H -0.75899 -2.44757 -0.10801
H -0.46276 2.71758 3.23751
H -1.25960 -0.00440 2.11955
H -2.78480 -0.91012 -1.25725
H 0.12914 0.88677 -2.64630
H -2.20128 -0.00900 -2.56067
H -1.87018 2.51442 2.17208
H -2.02696 -1.74384 -2.58012
H 0.55251 1.12297 1.09592

Entry 9:
26
Properties=species:S:1:pos:R:3 method="wB97M-V/def2-TZVPD" fmax_ev_per_a=2.6 charge=0 e_lumo_ev=0.96 e_tot_ha=-390.6006 smiles=CCc1ccccc1.CC homo_lumo_gap_ev=10.1 relative_energy_kcal_mol=22.1
C 2.27167 -1.76958 1.05935
C 0.47021 0.91215 -0.04989
C -2.95224 0.98548 2.80446
C 0.61900 -0.43598 -0.37072
C 0.38304 1.77596 -1.14700
C 0.55702 1.40757 -2.46770
C 0.64484 -0.87890 -1.69845
C 0.46338 0.04139 -2.71687
C -2.40954 -0.18567 2.01613
C 0.80996 -1.47768 0.71445
H 0.30473 1.35238 0.92263
H 0.23986 -1.19891 1.59392
H -2.62288 1.96684 2.46560
H -2.64984 0.95624 3.85928
H -3.07982 -0.61818 1.27046
H 0.58316 2.11994 -3.27844
H -1.47708 0.02440 1.48889
H 0.65722 -0.34238 -3.71622
H 0.23317 2.83705 -0.95901
H 2.80246 -0.88951 0.67731
H -2.20553 -1.03813 2.67006
H 2.71455 -2.63235 0.56386
H 2.56731 -1.79321 2.10813
H -4.03354 0.98452 2.94952
H 0.54019 -1.94100 -1.87895
H 0.28645 -2.36177 0.37374